Density functional theory data (ωB97M-V with the def2-TZVPD basis set) for a single CH2ClPS molecule in a non-equilibrium geometry.

Geometry as XYZ:
```
6
Properties=species:S:1:pos:R:3:forces:R:3
C 0.39371 -0.64831 0.20461 -1.158 1.095 -4.556
P -0.68852 0.69316 0.55636 -2.721 0.019 -0.599
S -2.26140 0.41204 -0.67876 1.453 0.151 0.813
Cl 1.05069 1.64654 -0.33367 0.392 -0.507 -0.105
H 0.56751 -1.22789 -0.74996 -0.714 0.651 1.151
H 0.93802 -0.87554 1.00142 2.748 -1.409 3.297
```
Positions in Å, forces in eV/Å.

As for the SMILES: C=P(=S)Cl. As for the multiplicity: 1. The value obtained for the energy relative to the best compared isomer or geometry (same formula, charge and spin) is 66.9 kcal/mol. The calculation puts the LUMO energy (alpha / beta) at -3.0 / -2.5 eV. For the molar mass, the calculation gives 112.52 g/mol. The value obtained for the HOMO energy (alpha / beta) is -0.30841 / -0.31711 hartree. As for the total energy: -1238.938140 hartree. The total charge is 0.

Table of Mulliken atomic charges, one value per atom, all in e: -0.316 0.162 -0.362 -0.172 0.322 0.365

Density functional theory data (ωB97M-V with the def2-TZVPD basis set) for a molecular structure, CH2CuF3O4S in a non-equilibrium geometry.

Geometry as XYZ:
```
12
Properties=species:S:1:pos:R:3:forces:R:3
Cu 0.62407 2.89386 0.02488 -0.248 -0.103 -0.119
O -1.30264 2.27580 0.15818 0.372 0.527 -2.639
S -1.44984 2.12184 -1.38720 0.953 -2.946 1.000
O -1.98753 0.84138 -1.81493 0.529 2.134 0.669
O -0.05067 2.44440 -1.82776 -0.461 0.148 0.241
C -2.41939 3.39224 -2.34776 -0.868 0.437 0.283
F -2.00357 3.41525 -3.60309 0.391 -0.255 0.234
F -3.70631 3.08346 -2.35558 0.119 -0.062 0.240
F -2.24183 4.58311 -1.80294 0.097 0.142 0.114
O -3.76182 2.29920 0.65216 2.464 -0.193 1.884
H -4.29713 1.70775 0.11352 0.618 -0.675 0.455
H -2.86828 1.90550 1.12445 -3.966 0.845 -2.363
```
Positions in Å, forces in eV/Å.

As for the multiplicity: 3. The value obtained for the energy relative to the best compared isomer or geometry (same formula, charge and spin) is 0.0 kcal/mol. The calculation puts the LUMO energy (alpha / beta) at 0.3 / -3.2 eV. For the molar mass, the calculation gives 230.63 g/mol. The value obtained for the HOMO energy (alpha / beta) is -0.29545 / -0.40868 hartree. As for the expectation value of S²: 2.003. As for the total energy: -2678.388195 hartree. The total charge is 0.

Here are the Mulliken charges for atoms 1 to 6, given in e: 0.091 -0.615 1.620 -0.534 -0.675 0.689